Model 1:
ORCA calculation (ωB97M-V/def2-TZVPD) on a cluster of 2 separate species, C4H13NOS in total.

Last column: Mulliken charge in e.
Cartesian coordinates (Å):
C1 -0.40976 -1.09103 0.27689  -0.987
N1 -1.42201 -0.01807 0.53072  -0.384
C2 -1.00434 1.24635 1.01876  0.364
C3 -2.23590 2.15238 1.40588  -1.458
C4 -0.25665 2.00551 -0.09188  -0.916
S1 1.31915 1.40197 -0.81448  -0.221
H1 0.39534 -1.33157 0.88239  0.368
H2 -0.91338 -2.09858 0.28480  0.311
H3 0.00658 -0.86384 -0.72343  0.258
H4 -2.07184 -0.52144 1.13890  0.271
H5 -0.24957 1.20271 1.85663  0.313
H6 -2.89769 2.23810 0.58491  0.441
H7 -2.92004 1.69740 2.19051  0.345
H8 -1.91632 3.00509 1.98430  0.410
H9 -1.16668 1.95342 -0.73909  0.357
H10 -0.14381 3.03991 0.19306  0.398
H11 0.85476 1.58498 -1.94997  0.129
O1 2.24863 -5.74140 -1.29853  -0.634
H12 2.62094 -4.98782 -0.84035  0.314
H13 2.61259 -6.46924 -0.77465  0.320

Properties
SMILES = CN[C@H](C)CS.O
net charge = 0
E_LUMO = 0.7 eV

=====

Model 2:
ORCA calculation (ωB97M-V/def2-TZVPD) on a cluster of 2 separate species, C4H13NOS in total.

Last column: Mulliken charge in e.
Cartesian coordinates (Å):
C1 -0.57030 0.71258 1.45490  -0.910
N1 -1.26042 0.32108 0.18572  -0.442
C2 -0.56540 0.78882 -1.05913  0.324
C3 0.88336 0.15350 -1.15909  -1.343
C4 -1.60679 0.28318 -2.08836  -0.974
S1 -1.38095 0.89625 -3.83369  -0.213
H1 0.46264 0.38244 1.42974  0.295
H2 -1.17959 0.31891 2.27850  0.335
H3 -0.61033 1.75701 1.65229  0.309
H4 -1.21257 -0.68574 0.17385  0.305
H5 -0.49794 1.86109 -1.28734  0.324
H6 1.41158 0.36752 -2.10100  0.359
H7 0.80657 -0.91918 -1.40091  0.304
H8 1.47180 0.47108 -0.39230  0.474
H9 -2.69781 0.41146 -1.77090  0.403
H10 -1.53298 -0.78949 -2.15101  0.353
H11 -0.12712 0.36357 -4.05771  0.096
O1 2.47105 -2.25234 4.35058  -0.612
H12 2.36979 -2.58179 5.18751  0.291
H13 3.36541 -1.85995 4.58836  0.321

Properties
SMILES = CN[C@@H](C)CS.O
net charge = 0
E_LUMO = 0.8 eV

=====

Model 3:
ORCA calculation (ωB97M-V/def2-TZVPD) on a cluster of 2 separate species, C4H13NOS in total.

Last column: Mulliken charge in e.
Cartesian coordinates (Å):
C1 -1.81273 1.42065 1.51629  -1.004
N1 -1.12010 0.44853 0.69604  -0.201
C2 0.00566 -0.30593 1.18300  -0.668
C3 1.06207 -0.60984 0.12214  -0.412
C4 1.35779 0.47956 -0.90244  -0.527
S1 1.66596 2.10912 -0.16642  -0.235
H1 -2.60616 0.95693 2.11168  0.334
H2 -1.13749 1.94886 2.17419  0.339
H3 -2.24534 2.17647 0.85828  0.315
H4 -1.73092 0.01024 0.02987  0.186
H5 0.47828 0.20803 2.02391  0.351
H6 -0.32027 -1.26119 1.60152  0.375
H7 1.95263 -0.93759 0.62380  0.367
H8 0.76048 -1.49655 -0.42685  0.031
H9 2.28734 0.19525 -1.38822  0.398
H10 0.55977 0.48206 -1.63908  0.276
H11 0.40756 2.23515 0.28291  0.063
O1 0.19690 -2.29485 -3.00142  -0.606
H12 -0.06758 -2.67918 -2.16017  0.311
H13 0.30615 -3.08570 -3.53903  0.307

Properties
SMILES = CNCCCS.O
net charge = 0
E_LUMO = 0.6 eV

=====

Model 4:
ORCA calculation (ωB97M-V/def2-TZVPD) on a cluster of 2 separate species, C4H13NOS in total.

Last column: Mulliken charge in e.
Cartesian coordinates (Å):
C1 0.74559 2.17250 1.91632  -1.488
C2 0.66292 0.96496 0.97994  0.558
N1 1.79426 0.01123 1.18731  -0.612
C3 0.67157 1.49250 -0.43898  -0.847
C4 0.41441 0.41678 -1.51366  -0.769
S1 -1.40299 -0.08631 -1.44776  -0.229
H1 0.99466 1.85585 2.93587  0.432
H2 1.51083 2.86957 1.57693  0.320
H3 -0.23013 2.64464 2.03435  0.364
H4 -0.23384 0.40405 1.23880  0.192
H5 2.16398 0.24058 2.10385  0.250
H6 2.47929 0.19817 0.45912  0.265
H7 1.65619 1.93221 -0.65191  0.370
H8 -0.02826 2.29543 -0.64266  0.366
H9 1.00023 -0.47381 -1.30495  0.360
H10 0.50010 0.68023 -2.56237  0.362
H11 -1.17019 -1.16351 -0.65483  0.101
O1 -1.23537 -3.96378 0.53554  -0.628
H12 -1.85147 -4.07023 -0.22468  0.320
H13 -1.63167 -4.61357 1.14100  0.311

Properties
SMILES = C[C@H](N)CCS.O
net charge = 0
E_LUMO = 0.7 eV

=====

Which structure wins on stability? model 4 wins.

=====

Model 1:
ORCA calculation (ωB97M-V/def2-TZVPD) on a cluster of 2 separate species, C4H13NOS in total.

Last column: Mulliken charge in e.
Cartesian coordinates (Å):
N1 -1.87206 -0.48653 1.29518  -0.487
C1 -1.53138 0.87555 0.78875  -0.738
C2 -0.12815 1.27691 1.12997  -0.659
C3 0.91248 0.22247 0.76636  -0.423
C4 0.89130 -0.24187 -0.66582  -0.729
S1 1.29967 1.03221 -1.89611  -0.230
H1 -2.85978 -0.56046 1.08039  0.286
H2 -1.74343 -0.48675 2.30210  0.182
H3 -1.67818 0.86183 -0.30375  0.344
H4 -2.31399 1.57630 1.00766  0.425
H5 0.20120 2.22661 0.69669  0.298
H6 -0.08225 1.47895 2.20686  0.310
H7 0.61793 -0.69937 1.29323  0.315
H8 1.92791 0.44799 1.08457  0.423
H9 -0.09348 -0.56606 -0.98329  0.176
H10 1.51100 -1.13193 -0.75006  0.422
H11 2.55975 1.26671 -1.50514  0.112
O1 -0.78699 -3.08615 0.50952  -0.660
H12 -1.48388 -2.41026 0.59161  0.336
H13 -0.51566 -3.04164 -0.41472  0.298

Properties
SMILES = NCCCCS.O
net charge = 0
E_LUMO = 0.8 eV

=====

Model 2:
ORCA calculation (ωB97M-V/def2-TZVPD) on a cluster of 2 separate species, C4H13NOS in total.

Last column: Mulliken charge in e.
Cartesian coordinates (Å):
C1 0.09657 -2.18650 -0.47155  -0.759
N1 1.46933 -2.42759 -0.04097  -0.405
C2 1.92240 -1.41317 0.89618  -0.176
O1 3.21069 -1.71127 1.34957  -0.549
H1 -0.60104 -2.09058 0.35746  0.253
H2 -0.21489 -2.99294 -1.13652  0.313
H3 -0.03204 -1.25848 -1.04945  0.277
H4 2.04866 -2.39454 -0.86773  0.231
H5 1.94807 -0.42875 0.41651  0.204
H6 1.23556 -1.36809 1.74454  0.310
H7 3.26253 -2.58597 1.73538  0.307
C3 -0.81457 3.09443 -0.34556  -1.155
C4 -2.00979 2.18665 -0.60944  -0.294
S1 -1.90272 0.74202 0.50652  -0.259
H8 0.13761 2.64033 -0.60911  0.305
H9 -0.78621 3.37185 0.71067  0.338
H10 -0.91708 4.03541 -0.88770  0.319
H11 -2.93723 2.70153 -0.38306  0.344
H12 -1.97796 1.83198 -1.63678  0.276
H13 -3.13791 0.25367 0.32104  0.119

Properties
SMILES = CNCO.CCS
net charge = 0
E_LUMO = 0.7 eV

=====

Which structure wins on stability? model 1 wins.

=====

Model 1:
ORCA calculation (ωB97M-V/def2-TZVPD) on a cluster of 2 separate species, C4H13NOS in total.

Last column: Mulliken charge in e.
Cartesian coordinates (Å):
C1 -2.32601 -0.28772 0.20220  -0.747
C2 -1.35679 0.36154 1.17204  -0.627
N1 -0.12965 0.97925 0.55505  -0.070
C3 0.89076 0.19014 -0.22309  0.134
C4 1.79495 1.20335 -0.81001  -1.323
S1 2.81993 2.34512 0.34050  -0.179
H1 -1.83629 -1.23040 0.11292  0.046
H2 -2.39421 0.29748 -0.83194  0.248
H3 -3.30064 -0.49404 0.66240  0.359
H4 -1.95386 1.27752 1.39160  0.302
H5 -1.01676 -0.11306 1.99055  0.451
H6 0.56167 1.83485 0.68589  0.008
H7 1.58768 -0.57836 0.25437  0.190
H8 0.52282 -0.27408 -1.07938  0.227
H9 1.17607 2.03578 -1.33786  0.477
H10 2.42282 0.79581 -1.72828  0.370
H11 1.81791 3.18348 0.58027  0.132
O1 0.08731 -4.12851 -0.35074  -0.656
H12 0.90216 -4.27845 -0.91288  0.335
H13 -0.26985 -3.11969 -0.67363  0.326

Properties
SMILES = CCNCCS.O
net charge = 0
E_LUMO = 0.6 eV

=====

Model 2:
ORCA calculation (ωB97M-V/def2-TZVPD) on a cluster of 2 separate species, C4H13NOS in total.

Last column: Mulliken charge in e.
Cartesian coordinates (Å):
N1 -0.19448 2.56241 -0.70546  -0.494
C1 -0.31573 1.78131 0.52335  -0.257
C2 0.62171 0.58721 0.63945  -0.942
C3 0.28230 -0.56073 -0.34405  -0.078
C4 -1.01622 -1.32510 -0.05631  -0.739
S1 -1.63159 -1.40660 1.68874  -0.241
H1 0.37944 2.22750 -1.45767  0.161
H2 -0.03091 3.53437 -0.52428  0.220
H3 -1.34405 1.42750 0.62072  0.170
H4 -0.08087 2.45028 1.35178  0.306
H5 0.51952 0.23752 1.66428  0.287
H6 1.67820 0.77208 0.43188  0.368
H7 0.24806 -0.16718 -1.36363  0.115
H8 1.17826 -1.17213 -0.27279  0.327
H9 -1.86914 -0.89921 -0.57321  0.349
H10 -0.91060 -2.39654 -0.20527  0.346
H11 -1.09758 -0.61432 2.64080  0.103
O1 3.04714 -0.56337 -2.80073  -0.636
H12 2.25579 -1.06673 -3.00494  0.320
H13 2.81618 0.28902 -2.42857  0.316

Properties
SMILES = NCCCCS.O
net charge = 0
E_LUMO = 0.6 eV

=====

Which structure wins on stability? model 2 wins.

=====

Model 1:
ORCA calculation (ωB97M-V/def2-TZVPD) on an isolated molecule of CH3IN2O.

Last column: Mulliken charge in e.
Cartesian coordinates (Å):
N1 -1.38673 0.20939 -0.02663  -0.559
N2 -0.01477 0.14555 -0.22272  -0.070
C1 0.89968 -0.76246 0.36511  0.454
O1 0.70971 -1.83505 0.83800  -0.422
I1 2.78954 0.29013 0.36169  -0.085
H1 -1.90062 -0.28757 -0.77381  0.245
H2 -1.56612 1.17961 -0.01190  0.231
H3 0.46932 1.06041 -0.52974  0.206

Properties
SMILES = NNC(=O)I
net charge = 0
E_LUMO = 0.3 eV

=====

Model 2:
ORCA calculation (ωB97M-V/def2-TZVPD) on a cluster of 2 separate species, CH3IN2O in total.

Last column: Mulliken charge in e.
Cartesian coordinates (Å):
C1 0.29800 -0.98705 0.80753  0.263
N1 -0.74834 1.05834 -0.78811  -0.359
N2 0.10594 0.06314 -0.86643  -0.309
O1 -0.67045 -1.25697 1.40564  -0.336
I1 2.21654 -2.03597 1.13371  -0.042
H1 -1.72897 0.86043 -0.68940  0.256
H2 -0.45047 1.81303 0.02605  0.258
H3 0.97774 0.48505 -1.02899  0.270

Properties
net charge = 0
E_LUMO (spin up / spin down) = -0.7 / -0.7 eV

=====

Which structure wins on stability? model 1 wins.